1.
{
  "formula": "ClH2Li2O",
  "method": "the ωB97M-V functional and the def2-TZVPD basis",
  "symbols": ["Li", "Li", "Cl", "O", "H", "H"],
  "xyz": [[16.162, -16.536, -9.616], [14.932, -15.993, -6.219], [14.356, -17.119, -8.172], [11.581, -15.431, -9.505], [12.239, -14.735, -9.510], [11.997, -16.151, -9.031]],
  "total_energy_ev": -14993.802,
  "relative_energy_kcal_mol": 4.2,
  "charge": 2,
  "multiplicity": 2,
  "e_homo_ev": [-20.758, -19.654],
  "s_squared": 0.756,
  "gap_ha": [0.45082, 0.16206]
}

2.
{
  "formula": "ClH2N3O2",
  "method": "the ωB97M-V functional and the def2-TZVPD basis",
  "symbols": ["N", "N", "N", "O", "O", "Cl", "H", "H"],
  "xyz": [[-2.002, -0.427, -0.076], [0.037, 0.607, 0.195], [-2.056, -1.678, 0.044], [0.029, 1.751, -0.294], [-3.128, -2.213, -0.323], [9.839, 1.019, -0.178], [-2.703, 0.242, -0.660], [-0.016, 0.700, 1.293]],
  "total_energy_ev": -21114.952,
  "relative_energy_kcal_mol": 0.0,
  "charge": -2,
  "multiplicity": 3,
  "e_homo_ev": [-1.391, -2.082],
  "s_squared": 2.009,
  "gap_ha": [0.27733, 0.25751]
}

3.
{
  "formula": "ClH2NO",
  "method": "the ωB97M-V functional and the def2-TZVPD basis",
  "symbols": ["N", "O", "Cl", "H", "H"],
  "xyz": [[0.032, 0.742, -0.077], [-0.268, -0.799, 0.097], [0.519, -1.914, -0.993], [-0.860, 1.102, 0.141], [0.577, 0.869, 0.832]],
  "total_energy_ev": -16088.569,
  "relative_energy_kcal_mol": 24.6,
  "smiles": "NOCl",
  "e_homo_ev": -10.403,
  "gap_ha": 0.36742
}

4.
{
  "formula": "ClH2NO2Si",
  "method": "the ωB97M-V functional and the def2-TZVPD basis",
  "symbols": ["N", "O", "O", "Si", "Cl", "H", "H"],
  "xyz": [[1.935, -1.005, -0.023], [1.704, -2.081, 0.416], [2.744, -0.775, -0.946], [1.056, 0.426, 0.572], [2.214, 1.913, 0.006], [-1.229, 0.221, -1.610], [0.038, 0.144, 1.718]],
  "total_energy_ev": -26011.301,
  "relative_energy_kcal_mol": 114.4,
  "e_homo_ev": [-11.047, -8.348],
  "gap_ha": [0.35050, 0.26759]
}

5.
{
  "formula": "ClH2NOS",
  "method": "the ωB97M-V functional and the def2-TZVPD basis",
  "symbols": ["N", "O", "S", "Cl", "H", "H"],
  "xyz": [[-0.740, 0.629, -0.815], [1.581, 0.058, 0.076], [0.152, 0.636, 0.388], [-0.808, -2.040, 1.835], [-1.608, 1.181, -0.731], [1.422, -0.464, -0.753]],
  "total_energy_ev": -26924.780,
  "relative_energy_kcal_mol": 50.2,
  "e_homo_ev": [-9.297, -8.615],
  "gap_ha": [0.26609, 0.21502]
}

6.
{
  "formula": "ClH2NOS2",
  "method": "the ωB97M-V functional and the def2-TZVPD basis",
  "symbols": ["N", "O", "S", "S", "Cl", "H", "H"],
  "xyz": [[-0.323, 0.229, 0.956], [0.369, -1.748, -0.421], [2.245, 0.518, 0.170], [0.555, -0.356, -0.274], [-2.470, -0.184, 0.134], [-0.625, 1.168, 0.740], [0.249, 0.374, -1.305]],
  "total_energy_ev": -37758.594,
  "relative_energy_kcal_mol": 73.5,
  "e_homo_ev": [-10.303, -10.255],
  "gap_ha": [0.25468, 0.25229]
}

7.
{
  "formula": "ClH2NS2",
  "method": "the ωB97M-V functional and the def2-TZVPD basis",
  "symbols": ["N", "S", "S", "Cl", "H", "H"],
  "xyz": [[-0.101, 0.284, 0.978], [-0.752, 1.570, 0.169], [0.656, -0.760, 0.146], [2.502, 0.425, -0.433], [0.338, 1.561, -0.829], [0.830, -1.801, 1.149]],
  "total_energy_ev": -35712.458,
  "relative_energy_kcal_mol": 18.5,
  "e_homo_ev": [-8.626, -8.627],
  "gap_ha": [0.27010, 0.27014]
}

8.
{
  "formula": "ClH2Na5O",
  "method": "the ωB97M-V functional and the def2-TZVPD basis",
  "symbols": ["Na", "Na", "Na", "Na", "Na", "Cl", "O", "H", "H"],
  "xyz": [[-0.985, -1.214, 1.865], [2.696, -0.174, 0.181], [0.423, 2.743, 2.403], [0.877, 2.781, -1.873], [-2.591, 1.836, -0.463], [0.121, 0.923, 0.143], [-0.510, -2.262, -0.546], [-0.223, -3.013, -1.065], [0.192, -1.619, -0.646]],
  "total_energy_ev": -36621.519,
  "charge": 5,
  "multiplicity": 2,
  "e_homo_ev": [-31.613, -31.566],
  "s_squared": 0.753,
  "gap_ha": [0.45389, 0.19105]
}

9.
{
  "formula": "ClH2O",
  "method": "the ωB97M-V functional and the def2-TZVPD basis",
  "symbols": ["O", "H", "H", "Cl"],
  "xyz": [[-0.030, 0.584, 0.560], [-1.006, 0.646, 0.454], [0.256, -0.047, -0.139], [0.779, -1.183, -0.874]],
  "total_energy_ev": -14603.479,
  "relative_energy_kcal_mol": 30.1,
  "charge": -1,
  "e_homo_ev": -3.690,
  "gap_ha": 0.31648
}

10.
{
  "formula": "ClH2O",
  "method": "the ωB97M-V functional and the def2-TZVPD basis",
  "symbols": ["O", "H", "H", "Cl"],
  "xyz": [[2.997, -0.105, -1.257], [2.902, -0.521, -2.143], [2.081, -0.068, -0.901], [0.000, 0.000, 0.000]],
  "total_energy_ev": -14604.767,
  "relative_energy_kcal_mol": 0.3,
  "charge": -1,
  "e_homo_ev": -3.941,
  "gap_ha": 0.31615
}